Record 1
A molecular structure, C20H24F4N4O7P2PbSi2Te. Source: the OMol25 dataset; level of theory: ωB97M-V/def2-TZVPD.

The geometry in XYZ format:
```
65
Properties=species:S:1:pos:R:3:forces:R:3:nbo_charge:R:1
Pb 0.132 -2.119 -2.076 -0.06 0.13 0.24 1.64
Te -2.714 2.575 -1.082 0.23 0.27 -0.41 1.77
P -0.474 -2.206 1.297 -0.21 0.07 -0.14 2.58
P -0.671 0.461 0.041 0.19 0.52 0.13 2.65
Si -5.192 2.334 1.445 0.14 0.06 -0.09 1.64
Si -4.190 1.924 -3.848 -0.11 -0.14 -0.07 1.62
F 5.856 -2.397 5.163 -0.01 0.01 -0.02 -0.25
F 4.480 -0.573 3.839 0.03 -0.02 0.02 -0.27
F 5.230 -5.439 1.567 -0.02 0.04 0.01 -0.25
F 3.862 -3.615 0.265 -0.03 0.09 -0.01 -0.29
O 0.805 -2.242 2.001 0.12 -0.01 -0.05 -1.11
O -0.614 -2.751 -0.125 0.11 0.10 0.08 -1.23
O -1.796 1.533 0.287 -0.13 -0.41 0.16 -1.10
O -0.950 -0.596 1.133 0.10 -0.10 0.06 -1.09
O 0.690 1.177 0.260 -0.66 -0.17 -0.61 -1.01
O -1.709 -2.759 2.084 -0.11 -0.04 0.03 -0.97
O -0.730 -0.065 -1.365 0.05 -0.17 -0.17 -1.20
N 2.045 -1.371 -0.823 0.31 -0.18 -0.01 -0.56
N 6.723 -7.379 3.289 0.05 0.09 0.05 -0.13
N 2.359 1.127 2.233 0.34 -0.33 0.17 -0.34
N 7.287 -4.680 6.499 0.00 -0.02 -0.10 -0.13
C 5.615 -4.026 3.446 0.09 -0.10 0.07 -0.11
C -4.581 3.744 -3.622 -0.13 -0.02 -0.14 -1.14
C -5.863 3.628 2.604 0.05 -0.05 -0.05 -1.12
C 5.375 -2.698 3.979 0.01 0.06 0.11 0.40
C 6.849 -4.773 5.440 0.01 0.04 0.19 0.22
C -3.911 1.198 -2.081 -0.02 -0.01 0.14 -1.18
C 2.692 -1.322 0.129 -0.23 0.11 -0.16 0.55
C -5.628 1.010 -4.596 0.10 0.14 -0.02 -1.11
C 4.673 -1.771 3.306 -0.02 0.10 0.02 0.35
C 4.357 -3.326 1.467 0.05 0.03 -0.06 0.35
C -6.565 1.525 0.462 0.07 0.03 0.06 -1.13
C 5.057 -4.262 2.127 -0.01 -0.11 -0.07 0.40
C 3.360 -1.068 1.354 0.04 -0.42 0.12 -0.33
C 4.109 -2.019 2.009 -0.08 0.11 -0.07 0.02
C 6.541 -6.299 3.636 -0.08 -0.20 -0.11 0.21
C 2.877 0.146 1.928 0.03 0.41 0.16 0.37
C 6.302 -4.980 4.135 0.01 0.12 -0.05 -0.06
C -2.586 1.652 -4.770 -0.09 0.02 -0.02 -1.13
C -4.080 3.401 0.229 -0.31 -0.04 0.19 -1.18
C -4.119 1.071 2.306 -0.17 0.03 0.02 -1.13
H -6.554 1.181 -4.044 0.02 0.01 0.02 0.26
H -5.610 3.871 -3.274 0.03 0.01 0.04 0.26
H -3.364 0.255 -2.132 0.05 0.01 0.01 0.28
H -6.541 3.164 3.324 0.01 -0.01 -0.02 0.27
H -5.070 4.119 3.171 0.00 0.00 -0.01 0.25
H -7.004 2.199 -0.278 0.01 -0.01 0.00 0.25
H -4.822 1.075 -1.500 -0.02 -0.04 -0.02 0.27
H -3.933 4.338 -2.971 0.09 -0.02 0.01 0.22
H -6.263 0.601 -0.034 0.01 0.02 0.00 0.24
H -4.730 3.974 -0.445 -0.05 -0.01 0.04 0.28
H -1.549 -2.881 3.030 0.02 -0.01 -0.02 0.54
H -2.502 2.353 -5.603 -0.01 -0.03 -0.01 0.27
H -4.518 4.226 -4.601 -0.02 0.02 0.03 0.28
H -3.249 1.523 2.786 0.00 0.02 -0.02 0.25
H -4.711 0.589 3.090 0.00 0.02 -0.02 0.26
H -2.564 0.644 -5.190 0.01 0.01 0.02 0.25
H -5.450 -0.066 -4.638 0.03 0.01 0.00 0.26
H 0.990 1.461 1.148 0.14 -0.05 0.24 0.55
H -7.369 1.251 1.150 0.02 0.02 0.02 0.27
H -3.496 4.136 0.788 -0.01 0.00 0.04 0.28
H -5.786 1.359 -5.620 -0.01 -0.03 0.02 0.27
H -6.428 4.396 2.072 0.01 -0.01 0.00 0.26
H -1.691 1.777 -4.157 0.00 0.04 0.05 0.23
H -3.775 0.283 1.635 0.01 0.01 -0.02 0.24
```
Positions in Å, forces in eV/Å.

Properties
- Kohn-Sham gap (spin up / spin down): 6.2274 / 6.2301 eV
- Highest occupied orbital energy (spin up / spin down): -13.94 / -13.94 eV
- Net charge: +2
- Energy above the lowest of the compared OMol25 structures with the same formula, charge and spin: 0.0 kcal per mole



Record 2
A molecular structure, C27H25BrIrN5O4S at a distorted geometry. Source: the OMol25 dataset; level of theory: ωB97M-V/def2-TZVPD.

The geometry in XYZ format:
```
64
Properties=species:S:1:pos:R:3:forces:R:3:nbo_charge:R:1
Ir -1.639 0.070 -1.274 -0.44 0.49 -1.42 0.89
Br 0.224 2.534 6.028 -0.02 0.03 0.04 0.09
S -1.346 -2.125 -1.511 -0.08 -0.56 0.35 -0.07
O 0.255 -0.172 0.633 0.11 0.14 0.17 -0.74
O -3.427 -0.356 -0.508 -0.07 -0.47 0.50 -0.57
O -1.806 1.309 1.343 -0.04 0.07 0.13 -0.51
O -2.360 2.158 -1.343 0.30 0.01 0.43 -0.68
N 2.955 -0.801 1.128 0.14 -0.07 0.06 -0.57
N 3.406 -0.930 3.313 0.23 -0.20 -0.16 -0.43
N -0.054 0.412 -2.569 0.32 0.25 -0.07 -0.45
N -1.656 3.006 -3.310 0.04 0.01 0.05 -0.58
N -3.626 -1.671 -0.215 0.13 0.29 -0.19 -0.01
C 6.146 -2.651 0.738 0.07 -0.04 0.06 -0.20
C -2.045 3.135 -2.035 -0.06 -0.09 -0.05 0.72
C -4.755 -1.949 0.475 0.02 -0.06 -0.05 0.05
C -5.081 -3.240 0.764 0.05 0.01 -0.02 -0.25
C 1.371 0.306 2.741 0.42 -0.16 -0.04 -0.11
C -3.086 -3.953 -0.366 0.08 0.15 -0.06 -0.22
C 5.559 -2.216 3.055 0.02 -0.02 -0.01 -0.18
C 2.183 -0.095 -3.276 0.01 -0.01 0.07 -0.23
C -2.762 -2.615 -0.647 -0.18 -0.05 0.15 0.03
C -0.798 1.236 2.243 -0.12 0.13 0.15 0.27
C -1.581 1.716 -3.977 0.00 -0.02 -0.04 -0.27
C 0.297 0.457 1.878 0.15 -0.17 0.01 0.28
C 0.736 1.117 -4.711 -0.08 0.02 0.02 -0.23
C 2.581 -0.487 2.413 -0.45 0.22 0.04 0.37
C 6.414 -2.752 2.115 -0.02 0.00 -0.05 -0.22
C 1.974 0.544 -4.483 0.05 0.00 -0.05 -0.14
C 1.154 -0.139 -2.357 -0.12 -0.02 -0.02 0.06
C -0.254 1.045 -3.745 0.12 -0.02 0.03 0.20
C -4.225 -4.261 0.328 -0.10 -0.08 0.07 -0.14
C -2.987 1.993 1.741 0.06 -0.05 -0.07 -0.25
C -2.094 4.522 -1.470 -0.05 0.03 0.00 -0.71
C -0.811 1.864 3.480 -0.06 0.05 0.02 -0.31
C 4.415 -1.566 2.593 -0.16 0.12 0.29 0.06
C 1.348 0.918 3.995 -0.07 0.07 0.00 -0.21
C 4.157 -1.480 1.225 0.02 0.02 -0.22 0.16
C 0.263 1.688 4.343 0.04 -0.05 -0.06 -0.07
C 5.015 -2.017 0.267 -0.09 0.03 0.05 -0.27
H 5.759 -2.286 4.115 -0.01 0.00 -0.01 0.23
H -2.720 4.520 -0.583 0.00 0.01 0.00 0.25
H -2.404 -4.719 -0.708 -0.01 0.00 0.00 0.25
H 1.264 -0.651 -1.415 0.00 -0.01 0.02 0.22
H -3.679 1.887 0.912 -0.01 0.00 -0.01 0.22
H -1.737 1.875 -5.042 0.04 0.01 -0.01 0.23
H -4.461 -5.294 0.545 0.00 0.01 0.00 0.24
H 2.753 0.593 -5.232 -0.01 0.00 0.01 0.24
H 6.844 -3.084 0.035 -0.01 0.00 0.00 0.22
H 7.312 -3.261 2.438 0.00 0.00 -0.01 0.22
H -2.390 1.089 -3.606 -0.04 0.00 -0.03 0.25
H 2.186 0.776 4.661 0.00 0.00 -0.01 0.26
H -5.334 -1.080 0.747 0.00 0.00 0.00 0.24
H 4.811 -1.947 -0.794 0.00 0.00 0.00 0.21
H -2.783 3.050 1.923 -0.02 0.01 0.02 0.18
H -1.084 4.820 -1.182 -0.01 -0.01 0.02 0.25
H -1.647 2.473 3.786 0.01 0.00 0.01 0.24
H 0.519 1.622 -5.643 0.03 0.00 0.00 0.23
H 2.545 -0.407 0.302 -0.02 0.03 -0.01 0.41
H -3.408 1.539 2.641 -0.02 0.02 0.01 0.19
H 0.270 -1.130 0.773 -0.09 -0.01 -0.08 0.50
H -5.983 -3.446 1.319 0.01 -0.03 0.00 0.25
H -2.473 5.244 -2.192 0.01 -0.01 0.00 0.24
H -1.349 3.828 -3.802 -0.04 0.01 -0.03 0.42
H 3.126 -0.567 -3.039 0.00 0.00 -0.01 0.24
```
Positions in Å, forces in eV/Å.

Properties
- ⟨S²⟩: 0.75
- Kohn-Sham gap (spin up / spin down): 7.5179 / 7.1851 eV
- 2S+1: 2
- Highest occupied orbital energy (spin up / spin down): -10.25 / -10.25 eV
- Net charge: +1
- Energy above the lowest of the compared OMol25 structures with the same formula, charge and spin: 2.4 kcal per mole



Record 3
A single C17H18FNO3S molecule. Source: the OMol25 dataset; level of theory: ωB97M-V/def2-TZVPD.

The geometry in XYZ format:
```
41
Properties=species:S:1:pos:R:3:forces:R:3:nbo_charge:R:1
S 1.373 1.928 -1.136 0.36 0.14 0.46 0.48
F 4.844 -0.572 0.793 -0.05 -0.04 0.01 -0.33
O -2.113 -2.145 0.959 -0.14 -0.22 0.34 -0.61
O -0.095 0.614 2.237 -0.09 0.04 -0.19 -0.57
O -0.973 1.027 0.196 -0.25 0.32 -0.17 -0.53
N -0.980 -1.379 -0.848 -0.02 0.03 -0.51 -0.62
C 3.415 2.344 0.361 0.11 0.08 -0.16 -0.26
C -1.752 -1.232 0.254 -0.04 0.49 -0.11 0.67
C -4.528 -0.150 -0.103 0.26 -0.01 -0.14 -0.61
C 3.002 2.419 -0.934 -0.40 -0.09 -0.13 -0.39
C 0.013 1.040 1.115 0.11 -0.17 0.50 0.78
C 2.225 -1.633 -1.451 -0.07 -0.15 0.18 -0.22
C 2.753 -1.548 1.275 0.17 0.05 -0.05 -0.28
C -2.129 0.238 0.503 -0.37 -0.31 0.25 0.00
C 3.675 -1.086 0.354 -0.13 -0.07 -0.13 0.40
C 1.552 -2.054 0.814 0.10 -0.04 -0.11 -0.21
C 1.235 1.606 0.559 0.38 0.22 -0.47 -0.35
C 1.279 -2.102 -0.549 -0.01 -0.13 -0.14 0.02
C 3.434 -1.127 -1.007 0.19 0.08 0.20 -0.28
C -3.295 0.704 -0.377 0.15 0.15 0.21 -0.22
C -0.093 -2.517 -1.018 0.03 -0.04 0.09 -0.26
C 2.406 1.873 1.219 -0.55 -0.11 -0.06 -0.17
C -3.587 2.181 -0.120 0.19 -0.20 -0.15 -0.61
H -0.496 -3.328 -0.409 0.04 0.03 -0.16 0.24
H -2.703 2.783 -0.314 0.02 0.13 0.01 0.22
H 0.812 -2.401 1.519 -0.11 -0.04 0.10 0.23
H -4.389 2.522 -0.770 -0.09 0.07 -0.04 0.21
H -0.084 -2.812 -2.070 0.02 -0.08 0.11 0.20
H 4.178 -0.758 -1.696 0.10 0.05 -0.04 0.23
H -4.323 -1.202 -0.283 -0.08 -0.13 0.01 0.22
H -2.993 0.581 -1.423 -0.01 -0.02 0.01 0.20
H 3.564 2.739 -1.789 0.16 0.08 -0.16 0.24
H 2.971 -1.499 2.329 0.05 0.03 0.13 0.23
H 4.405 2.604 0.688 0.18 0.05 0.03 0.23
H -2.375 0.348 1.566 0.03 -0.08 -0.19 0.23
H 2.518 1.730 2.278 -0.01 -0.07 0.21 0.24
H 2.017 -1.661 -2.510 -0.03 -0.01 -0.13 0.21
H -0.684 -0.530 -1.312 -0.01 -0.10 0.18 0.40
H -3.891 2.332 0.913 -0.06 0.04 0.14 0.21
H -5.347 0.160 -0.748 -0.09 0.03 -0.04 0.21
H -4.841 -0.039 0.932 -0.07 -0.01 0.14 0.21
```
Positions in Å, forces in eV/Å.

Properties
- Kohn-Sham gap: 9.1918 eV
- Highest occupied orbital energy: -9.07 eV
- Net charge: 0
- Energy above the lowest of the compared OMol25 structures with the same formula, charge and spin: 0.0 kcal per mole



Record 4
2 unconnected molecules or ions with the total composition C5H8O2. Source: the OMol25 dataset; level of theory: ωB97M-V/def2-TZVPD.

The geometry in XYZ format:
```
15
Properties=species:S:1:pos:R:3:forces:R:3:nbo_charge:R:1
O -0.268 1.485 1.354 0.09 0.02 -0.05 -0.70
O 1.121 1.260 -1.116 -0.42 -0.44 -0.26 -0.53
C 0.056 -0.433 2.703 0.02 0.11 -0.06 -0.54
C 0.010 -0.607 -2.493 0.14 0.00 -0.16 -0.53
C 0.486 0.453 1.809 0.09 -0.27 0.17 0.14
C 0.369 0.389 -1.477 0.21 0.26 0.06 0.61
C -0.837 -0.387 -1.201 -0.11 0.05 0.21 -0.53
H 0.191 1.850 0.580 -0.07 -0.04 0.08 0.50
H 1.490 0.397 1.388 -0.14 -0.01 0.08 0.17
H 0.722 -1.218 3.043 -0.08 0.13 -0.06 0.21
H -0.942 -0.376 3.125 0.11 0.01 -0.06 0.20
H 0.592 -1.524 -2.568 -0.06 0.16 0.05 0.24
H -1.802 0.106 -1.294 0.15 -0.06 -0.01 0.25
H -0.400 -0.253 -3.436 0.05 -0.04 0.16 0.24
H -0.788 -1.141 -0.418 0.02 0.12 -0.14 0.26
```
Positions in Å, forces in eV/Å.

Properties
- Kohn-Sham gap: 9.4872 eV
- Highest occupied orbital energy: -8.80 eV
- Net charge: 0
- Energy above the lowest of the compared OMol25 structures with the same formula, charge and spin: 63.3 kcal per mole



Record 5
A gas-phase ion, H3N2O5PS (charge -2) at a distorted geometry. Source: the OMol25 dataset; level of theory: ωB97M-V/def2-TZVPD.

The geometry in XYZ format:
```
12
Properties=species:S:1:pos:R:3:forces:R:3:nbo_charge:R:1
S -1.052 0.813 0.631 -0.37 1.85 -1.73 2.45
P 0.373 -1.375 -0.744 1.36 -0.56 1.88 2.46
O -0.848 -0.740 0.226 -0.38 0.63 0.44 -1.03
O -1.158 1.600 -0.634 -0.22 -1.35 1.62 -1.03
O 1.183 -2.285 0.144 -0.66 0.03 -0.14 -1.21
O -0.317 -1.921 -1.927 -0.13 0.04 -1.25 -1.19
O -2.254 0.765 1.462 -0.03 -0.29 -0.29 -1.04
N 1.328 -0.011 -0.957 0.23 -0.90 0.18 -1.29
N 0.182 1.363 1.422 0.16 0.40 -2.12 -1.26
H 1.318 0.488 -0.018 0.09 0.30 -1.92 0.44
H 1.181 0.392 -1.874 -0.20 0.88 0.84 0.38
H 0.064 0.910 2.270 0.15 -1.03 2.48 0.32
```
Positions in Å, forces in eV/Å.

Properties
- Kohn-Sham gap: 7.7210 eV
- Highest occupied orbital energy: -1.12 eV
- Net charge: -2